C29H21GeN2O7W | ωB97M-V/def2-TZVPD

```
61
Properties=species:S:1:pos:R:3:forces:R:3:lowdin_charge:R:1
W -0.24233 -0.99719 0.42546 -1.461 -0.150 -0.780 1.8573
O -0.36432 1.63070 -2.73303 0.086 0.015 -0.075 0.2525
C -0.43773 1.20195 -1.63908 0.032 0.124 0.014 -0.4498
O 0.29311 0.12758 -1.18036 -0.280 -0.386 0.297 -0.2989
C -1.33439 1.68770 -0.54645 0.194 -0.159 0.042 -0.1440
C -2.31599 2.65049 -0.62347 -0.100 0.243 -0.004 0.0895
C -3.16100 2.81053 0.46926 -0.029 0.088 -0.031 0.0671
C -3.05666 1.96592 1.57984 -0.081 0.256 0.055 0.0909
C -2.04350 1.04668 1.57190 0.536 -0.229 -0.041 -0.1493
N -1.17409 0.95875 0.54995 -0.545 -0.316 0.271 0.0074
C -1.86158 -0.16306 2.43326 -0.631 0.838 0.215 -0.4202
O -2.69520 -0.75890 2.99888 0.213 -0.189 0.472 0.2690
O -0.53792 -0.64269 2.22871 0.057 -0.520 -0.079 -0.2230
H -2.43590 3.22438 -1.53311 0.035 0.036 0.017 0.1599
H -3.94107 3.56085 0.44061 0.001 -0.010 -0.008 0.1484
H -3.74797 2.02706 2.41046 -0.014 -0.047 -0.027 0.1567
Ge 2.03298 0.05053 0.67270 1.947 1.312 -0.555 1.1420
C 2.66807 -3.06944 -0.26657 0.016 0.002 0.080 -0.2048
C 2.35489 -3.01248 1.11272 -0.017 -0.025 0.083 -0.0747
C 3.32883 -3.24381 2.05895 0.073 0.044 0.057 -0.0099
C 4.63270 -3.54789 1.64592 -0.027 0.013 -0.004 0.0216
C 4.95445 -3.59796 0.29672 0.024 -0.001 -0.007 0.0096
C 3.97606 -3.36590 -0.65937 0.138 -0.040 -0.080 0.0419
C 2.71485 1.52748 1.59628 -0.614 -0.166 0.541 -0.4152
C 2.03926 2.06090 2.71132 0.033 0.042 0.027 -0.1090
C 2.65225 3.01732 3.49348 -0.076 0.009 -0.016 -0.0357
C 3.94395 3.43351 3.17663 0.029 0.005 -0.024 0.0013
C 4.61609 2.91600 2.07240 0.056 0.108 -0.020 -0.0276
C 4.00598 1.96913 1.27486 0.100 -0.071 -0.151 -0.1033
H 3.09778 -0.20505 -0.40279 -0.204 -0.354 -0.086 0.0112
H 1.32350 -2.94800 1.45401 -0.064 -0.059 0.003 0.0924
H 3.08560 -3.23697 3.11367 -0.016 -0.021 -0.028 0.1345
H 5.38789 -3.76953 2.39040 0.000 0.059 -0.030 0.1386
H 5.96884 -3.81519 -0.01055 -0.027 -0.033 -0.008 0.1375
H 4.23739 -3.39432 -1.70896 0.029 -0.031 0.035 0.1344
H 1.04292 1.71555 2.95896 -0.016 -0.010 0.063 0.0904
H 2.14283 3.44042 4.34919 0.010 -0.031 -0.013 0.1261
H 4.43141 4.17333 3.79918 0.002 -0.013 -0.021 0.1331
H 5.61411 3.25958 1.83710 -0.006 0.007 -0.007 0.1293
H 4.51428 1.57634 0.40218 0.080 0.000 0.055 0.1023
O -3.77079 -0.05089 -1.28930 -0.047 0.108 -0.122 0.2115
C -3.47300 -1.08700 -0.80138 0.112 -0.002 0.012 -0.2951
N -2.10812 -1.37835 -0.32890 0.092 -0.085 0.195 0.0269
C -2.16606 -2.55253 0.36546 -0.218 -0.133 -0.111 -0.3586
O -1.08075 -2.81132 0.99844 -0.093 -0.012 -0.323 -0.0431
C -3.44296 -3.18293 0.29543 -0.055 0.070 -0.058 -0.0798
C -3.92457 -4.38204 0.79786 0.067 -0.044 0.072 0.0653
C -5.26019 -4.67225 0.55043 -0.023 -0.053 -0.012 0.0099
C -6.06802 -3.79152 -0.16766 -0.009 -0.017 0.021 0.0322
C -5.57870 -2.57937 -0.66974 -0.125 0.095 -0.037 0.0606
C -4.26056 -2.29290 -0.43105 0.148 -0.067 0.036 -0.0617
H -3.29053 -5.06364 1.35048 -0.039 0.024 0.005 0.1433
H -5.67749 -5.59909 0.92044 -0.028 0.018 -0.017 0.1354
H -7.10528 -4.04828 -0.34000 0.010 -0.019 0.003 0.1378
H -6.21700 -1.89724 -1.21578 0.001 -0.025 -0.012 0.1462
C 1.78020 -2.99978 -2.68950 -0.075 -0.176 -0.118 0.0667
C 1.65674 -2.78971 -1.23738 -0.005 0.008 -0.003 -0.2658
O 0.54566 -2.30385 -0.81332 0.798 -0.093 0.156 -0.1845
H 1.73668 -4.07103 -2.92018 0.031 0.003 0.075 0.1412
H 2.74494 -2.64524 -3.05467 -0.007 0.015 0.020 0.1178
H 0.97394 -2.49903 -3.21564 -0.018 0.043 -0.017 0.1143
```
Positions in Å, forces in eV/Å.

The maximum force comes out at 2.41 eV/A. The value obtained for the energy relative to the best compared isomer or geometry (same formula, charge and spin) is 1.977 eV. Its net charge is +3. As for the total energy: -106040.8848 eV. Its multiplicity is 1.

C29H22B2Br2ClF4IIrN3O3 | ωB97M-V/def2-TZVPD

```
68
Properties=species:S:1:pos:R:3:forces:R:3:lowdin_spin:R:1
Ir -1.40482 1.41735 -0.33251 0.679 1.064 0.723 0.0432
Br -6.77423 -1.65497 2.10873 -0.035 -0.018 -0.009 0.0008
C -5.26321 -0.76881 1.46108 0.030 0.024 0.029 0.0020
C -4.51706 0.04294 2.30108 -0.004 0.017 -0.086 -0.0006
C -3.40700 0.66962 1.77634 -0.132 -0.168 -0.035 0.0017
N -3.01571 0.51245 0.50991 0.047 0.267 0.429 -0.0009
C -3.75564 -0.25459 -0.30877 0.066 -0.006 -0.086 0.0013
C -4.88542 -0.91036 0.13653 -0.098 -0.056 -0.031 -0.0003
C -3.25858 -0.29807 -1.69090 -0.042 -0.118 -0.260 -0.0001
C -3.84601 -1.01789 -2.70845 -0.065 -0.006 -0.054 0.0005
C -3.29280 -0.94834 -3.97945 -0.034 -0.025 -0.036 0.0001
Br -4.05431 -1.92642 -5.37869 -0.032 -0.011 -0.019 0.0000
C -2.18239 -0.15570 -4.20877 -0.093 0.058 0.135 0.0002
C -1.63991 0.52578 -3.13670 0.139 0.014 -0.181 -0.0001
N -2.15511 0.44141 -1.91144 -0.047 -0.374 0.203 -0.0006
H -4.80023 0.19107 3.33223 0.036 0.019 0.006 -0.0001
H -2.80770 1.32381 2.38073 0.005 -0.084 0.056 0.0000
H -5.47784 -1.51470 -0.53343 0.023 -0.010 -0.002 -0.0001
H -4.72352 -1.62063 -2.53109 0.001 0.002 -0.011 0.0000
H -1.75180 -0.06136 -5.19386 0.039 -0.006 0.015 0.0000
H -0.76431 1.15030 -3.24896 -0.022 -0.018 0.030 -0.0001
Cl 2.95020 6.61642 1.08953 0.001 -0.005 0.020 0.0882
C 2.08882 5.34990 0.34707 -0.017 -0.014 -0.085 0.2106
C 2.35815 5.04364 -0.97622 -0.029 -0.001 0.105 -0.0183
C 1.67185 4.02773 -1.62017 0.004 -0.181 -0.131 0.1801
I 2.01423 3.57588 -3.59202 0.015 0.028 0.040 0.0695
C 0.70537 3.25390 -0.90763 0.151 0.180 0.208 0.0885
O 0.10184 2.27678 -1.40575 -0.245 -0.182 -0.444 0.2230
C 0.42195 3.59305 0.46745 0.028 0.098 0.119 0.0481
N -0.52185 2.83977 1.07676 -0.301 -0.506 -0.260 0.0104
C -0.84544 3.14181 2.32264 0.086 0.009 -0.034 0.0149
C -0.23108 4.17454 3.03359 -0.048 -0.030 -0.008 -0.0002
C 0.75188 4.91618 2.43270 0.033 0.083 0.036 0.0219
C 1.09484 4.63497 1.10262 0.003 0.040 0.048 0.0161
H 3.11834 5.60592 -1.49984 -0.042 0.033 -0.026 -0.0037
H -1.61652 2.54905 2.78383 0.063 0.040 0.077 0.0004
H -0.54009 4.38053 4.04778 -0.006 -0.041 0.006 -0.0004
H 1.25066 5.71218 2.96760 -0.007 0.011 -0.016 0.0016
C 3.58402 -5.75437 0.45074 0.037 0.032 -0.049 0.0000
C 4.07726 -4.30035 0.46852 -0.097 -0.005 0.095 0.0000
C 4.73641 -3.99737 -0.87620 -0.020 0.006 0.032 0.0000
C 5.12734 -4.12918 1.57554 0.011 0.010 -0.069 0.0000
C 2.89395 -3.37052 0.75351 0.037 0.018 -0.084 0.0000
C 2.17191 -3.52508 1.94176 -0.035 -0.008 0.027 0.0000
C 1.08419 -2.72555 2.27672 -0.025 0.000 0.076 0.0000
C 0.74415 -1.74068 1.38013 0.021 0.038 -0.020 0.0000
O -0.27760 -0.80589 1.44351 -0.116 0.027 0.153 0.0001
B -0.17487 -0.06435 0.27290 -0.039 -0.238 -0.632 0.0002
O 0.89998 -0.51217 -0.49898 0.017 -0.056 0.070 -0.0002
C 1.44921 -1.56678 0.20996 -0.030 0.066 -0.051 -0.0001
C 2.51447 -2.36562 -0.14001 0.028 0.041 0.001 0.0000
H 4.42176 -6.42777 0.25970 -0.014 -0.012 0.005 0.0000
H 2.84252 -5.89794 -0.33747 -0.005 -0.019 0.013 0.0000
H 3.13117 -6.04101 1.39985 0.007 -0.008 -0.001 0.0000
H 5.56918 -4.68340 -1.03499 -0.003 0.001 -0.001 0.0000
H 5.13338 -2.98072 -0.90755 0.008 -0.007 -0.021 0.0000
H 4.03611 -4.12725 -1.70375 0.019 0.003 -0.013 0.0000
H 5.97157 -4.79678 1.39278 0.002 0.005 0.019 0.0000
H 4.71976 -4.36123 2.55954 0.009 -0.007 0.001 0.0000
H 5.50026 -3.10328 1.59454 0.006 -0.006 0.023 0.0000
H 2.46376 -4.30111 2.63680 -0.011 -0.004 -0.003 0.0000
H 0.53285 -2.87002 3.19596 0.021 -0.007 0.004 0.0000
H 3.02368 -2.20004 -1.07816 0.026 -0.005 0.020 0.0000
F -2.53979 4.71700 -2.32739 -0.006 -0.029 -0.033 0.0001
B -3.48660 4.01900 -1.60242 0.094 -0.141 -0.078 0.0001
F -2.68112 3.18917 -0.62102 -0.117 0.219 0.135 0.0021
F -4.29750 4.80939 -0.83580 0.004 -0.023 -0.055 0.0001
F -4.16699 3.07876 -2.36228 0.021 -0.018 -0.036 0.0000
```
Positions in Å, forces in eV/Å.

The maximum force comes out at 1.45 eV/A. The value obtained for the energy relative to the best compared isomer or geometry (same formula, charge and spin) is 0.285 eV. Its expectation value of S² is 0.783. Its net charge is +1. As for the total energy: -216817.6060 eV. Its multiplicity is 2.

C29H22ClF5INO3Pt | ωB97M-V/def2-TZVPD

```
63
Properties=species:S:1:pos:R:3:forces:R:3:lowdin_charge:R:1
Pt 0.38046 0.01920 0.73646 0.404 0.613 -0.561 1.0261
C 3.69166 -0.61163 -1.21025 0.043 0.001 -0.022 -0.1212
N 2.66674 0.38832 -1.30015 -0.184 -0.140 0.055 -0.2980
C 2.17339 0.59090 -2.63111 0.042 0.132 -0.005 -0.1025
C 2.95460 1.58620 -0.55435 0.308 0.026 0.025 -0.2074
C 1.76349 2.46695 -0.28574 -0.079 0.273 -0.083 -0.2563
C 1.82361 3.80806 -0.66728 -0.030 -0.115 0.023 -0.0884
C 0.76553 4.67414 -0.42728 -0.032 0.045 -0.001 -0.1382
C -0.37662 4.18380 0.19294 0.069 -0.039 -0.007 -0.1188
C -0.44336 2.84810 0.57201 -0.135 0.094 0.017 -0.1112
C 0.61419 1.95892 0.34656 -0.139 -0.543 0.126 -0.2738
H 4.63867 -0.30438 -1.70610 -0.017 -0.003 -0.005 0.0743
H 3.33160 -1.53821 -1.65722 0.022 0.004 0.016 0.0632
H 3.90786 -0.81434 -0.15885 -0.009 -0.019 -0.014 0.0810
H 2.94457 1.00024 -3.31948 -0.009 -0.002 -0.003 0.0752
H 1.33447 1.28837 -2.60998 0.008 0.006 -0.013 0.0829
H 1.82054 -0.36050 -3.02980 -0.002 -0.029 -0.024 0.0812
H 3.74090 2.19360 -1.05605 -0.005 -0.021 0.019 0.1102
H 3.37412 1.26274 0.40362 -0.020 -0.009 0.014 0.1088
H 2.71593 4.17162 -1.17019 0.007 0.008 0.000 0.0888
H 0.82681 5.71306 -0.73424 0.005 -0.002 0.002 0.0776
H -1.22466 4.83617 0.37267 -0.002 0.006 0.003 0.0871
H -1.35526 2.46028 1.01371 0.011 0.001 -0.013 0.0733
F -6.49590 -0.48815 4.61086 0.000 -0.012 0.005 0.0430
C -5.58357 -0.22729 3.63440 -0.035 -0.022 0.059 -0.1835
C -4.50632 -1.07223 3.41390 -0.084 0.009 -0.001 -0.1861
F -4.36876 -2.16292 4.20131 0.016 -0.031 0.013 0.0715
C -3.59331 -0.81462 2.42074 -0.001 0.165 -0.190 -0.1666
F -2.56923 -1.66675 2.26782 0.100 -0.196 -0.079 0.0837
C -3.65620 0.32459 1.54138 0.032 -0.081 0.143 -0.3640
O -2.80539 0.57287 0.65448 -0.176 0.018 0.019 -0.0549
C -4.79869 1.14279 1.81986 0.062 0.004 -0.026 -0.1511
F -4.99020 2.25631 1.06973 -0.023 0.019 0.004 0.0532
C -5.71130 0.87970 2.81826 -0.028 0.059 -0.024 -0.1787
F -6.76210 1.71361 3.01216 -0.013 0.027 -0.012 0.0622
Cl 2.23070 -2.47166 3.29936 0.010 -0.039 -0.023 0.6860
C 0.77784 -1.67057 3.85752 -0.086 0.000 0.126 -0.5996
C -0.05466 -2.38501 4.71259 0.096 0.002 -0.040 -0.1358
C -1.20324 -1.79435 5.20517 0.000 0.032 0.005 -0.1071
C -1.50394 -0.48526 4.84145 0.054 0.050 0.033 -0.1022
C -0.66844 0.20409 3.98444 -0.038 0.012 0.042 -0.0492
C 0.49477 -0.36751 3.45163 0.160 0.019 0.029 -0.3308
C 1.32956 0.39375 2.47049 -0.140 -0.281 0.417 -0.2780
H 0.20827 -3.40143 4.97856 0.006 0.004 -0.021 0.0923
H -1.87169 -2.35511 5.84602 0.003 0.002 0.000 0.0944
H -2.41423 -0.01946 5.19938 0.017 0.017 -0.004 0.1026
H -0.92596 1.20472 3.65510 -0.026 -0.008 0.011 0.1166
H 1.37544 1.44463 2.76340 -0.079 0.039 -0.135 0.0576
H 2.34459 -0.00660 2.44414 0.031 0.051 -0.122 0.0154
I 0.24218 -8.65794 2.90180 -0.003 0.068 -0.037 0.7525
C 0.37850 -6.78832 1.93943 0.017 -0.094 0.056 -0.7360
C 1.23154 -6.65286 0.85702 0.027 0.061 -0.073 -0.1697
C 1.32007 -5.41462 0.23178 -0.025 -0.010 0.029 -0.0259
C 0.57700 -4.33268 0.68546 0.013 0.066 -0.060 -0.1291
C -0.27169 -4.49501 1.77475 0.036 -0.126 -0.053 -0.0229
C -0.37827 -5.72785 2.40787 -0.034 0.089 0.017 -0.1512
C 0.70499 -2.96993 -0.00474 -0.384 0.043 0.241 -0.6243
O 1.40368 -2.89060 -1.01114 0.168 -0.001 -0.110 0.0071
O 0.00364 -2.06591 0.55868 0.105 -0.313 0.176 -0.1908
H 1.81435 -7.49489 0.50711 0.002 0.009 -0.001 0.0790
H 1.96859 -5.25952 -0.62137 0.009 -0.015 0.010 0.1110
H -0.84418 -3.64357 2.11323 -0.050 0.075 0.038 0.1063
H -1.03976 -5.85116 3.25546 0.003 0.001 -0.008 0.0891
```
Positions in Å, forces in eV/Å.

The maximum force comes out at 0.92 eV/A. Its net charge is -2. As for the total energy: -75520.5193 eV. Its multiplicity is 1.

C29H22F5MoN4O2S | ωB97M-V/def2-TZVPD

```
64
Properties=species:S:1:pos:R:3:forces:R:3:lowdin_charge:R:1
Mo 0.26210 -0.32918 -0.42047 0.202 -3.100 3.538 1.3052
O 1.24959 -1.50453 -4.16840 0.485 0.584 0.827 0.0563
C 1.21872 -0.94821 -3.06828 -2.535 -0.668 -0.558 -0.4388
N 0.07496 -0.61126 -2.34431 0.933 -0.459 -2.378 -0.1189
C -0.94563 0.07955 -2.97131 -1.082 0.365 -0.754 -0.2485
C -1.38854 -0.12873 -4.27005 0.081 -0.087 0.182 -0.0245
C -2.40253 0.66940 -4.77439 -0.124 0.178 -0.132 -0.1118
C -2.95358 1.67775 -4.00089 -0.076 -0.115 -0.187 -0.1073
C -2.48896 1.92606 -2.71812 -0.013 0.062 0.199 -0.0171
C -1.47294 1.13684 -2.19222 -0.149 -0.030 -0.866 -0.2310
N -0.81740 1.30646 -0.97396 -0.765 1.450 -0.310 -0.0822
C -0.95871 2.40399 -0.21373 -0.143 0.036 -0.147 -0.4756
O -1.64903 3.41068 -0.39643 0.175 -0.100 0.100 0.0211
C -0.08216 2.25612 0.97554 0.134 -0.104 0.195 -0.1798
C 0.09881 3.29947 1.87285 0.087 -0.055 0.152 -0.0009
C 0.92189 3.12662 2.96693 -0.024 -0.312 -0.211 -0.0679
C 1.54735 1.88450 3.10500 -0.114 0.322 0.009 -0.0669
C 1.32821 0.89947 2.17281 0.193 -0.201 0.197 -0.1537
N 0.51681 1.04042 1.10208 0.024 1.307 0.867 -0.0744
C 2.38663 -0.44279 -2.36861 1.683 1.468 1.767 -0.1524
C 3.66338 -0.46399 -2.94170 -0.765 -0.443 -0.067 -0.0034
C 4.69169 0.23207 -2.36192 -0.214 0.840 1.397 -0.0510
C 4.41518 0.96288 -1.17781 0.885 -0.617 -1.311 -0.0534
C 3.15623 0.92688 -0.64500 -1.048 -0.070 0.289 -0.1076
N 2.13445 0.24036 -1.18058 2.166 -0.383 -2.159 -0.0177
H -0.92275 -0.89838 -4.86816 -0.100 -0.060 0.044 0.0969
H -2.75717 0.50143 -5.78274 -0.044 0.006 -0.051 0.0887
H -3.75144 2.28898 -4.40120 -0.041 0.034 -0.018 0.0902
H -2.89347 2.73820 -2.13486 0.037 -0.032 0.027 0.0966
H -0.42563 4.22333 1.68099 -0.080 0.016 -0.078 0.1165
H 1.07815 3.91342 3.68758 0.004 0.091 0.073 0.0967
H 2.19941 1.69014 3.94361 0.067 -0.099 0.018 0.0999
H 1.82443 -0.05667 2.25623 -0.101 -0.037 0.001 0.0860
H 3.78952 -1.04065 -3.84668 -0.023 0.001 -0.065 0.1169
H 5.68507 0.23677 -2.78256 0.079 -0.019 -0.077 0.1013
H 5.19216 1.53344 -0.69269 0.011 0.056 0.055 0.0987
H 2.92965 1.46208 0.27153 0.000 -0.071 -0.077 0.1052
F -5.40399 2.27816 3.44398 0.059 -0.063 -0.227 0.0886
C -4.66189 1.53701 2.59808 0.231 -0.219 -0.113 -0.1420
C -3.36289 1.18170 2.94609 -0.199 0.072 0.021 -0.1476
F -2.84569 1.60155 4.11683 -0.117 -0.044 -0.112 0.0913
C -2.62681 0.36074 2.11460 0.078 -0.055 -0.390 -0.2425
F -1.41500 -0.05102 2.53873 -0.523 0.134 0.242 0.0499
C -3.10097 -0.09413 0.87318 -0.438 0.241 0.577 -0.5577
S -2.21438 -1.22122 -0.07466 0.587 -0.373 -0.459 0.6652
C -4.41091 0.30490 0.53966 0.436 -0.034 0.168 -0.2375
F -4.95997 -0.10720 -0.61222 0.002 0.092 0.231 0.0716
C -5.18332 1.07855 1.38993 0.043 0.104 0.228 -0.1449
F -6.45575 1.37563 1.06820 0.134 0.054 0.015 0.0927
C 1.04481 -4.29014 0.73354 -0.047 0.199 0.040 -0.0617
C 1.37390 -2.95724 1.42423 0.090 -0.474 0.306 -0.6741
C 0.67119 -2.90976 2.78984 0.070 0.014 -0.266 -0.0560
C 2.89931 -2.86691 1.62810 -0.261 0.047 -0.119 -0.0616
C 0.93129 -1.81939 0.59010 -0.665 1.497 -0.942 -0.2439
H 1.33041 -5.13129 1.36474 0.042 -0.097 0.087 0.0769
H 1.57735 -4.37310 -0.21292 0.039 -0.018 -0.106 0.0801
H -0.02326 -4.34960 0.53447 -0.088 -0.021 -0.047 0.0846
H 1.08971 -3.65972 3.46122 0.033 -0.112 0.058 0.0777
H -0.39323 -3.09498 2.66545 -0.107 0.053 0.021 0.0840
H 0.79316 -1.93094 3.24611 -0.031 0.130 0.095 0.0666
H 3.27164 -3.76453 2.11895 0.057 -0.132 0.090 0.0761
H 3.15076 -2.00933 2.24718 0.084 0.151 0.063 0.0676
H 3.40022 -2.75684 0.66714 0.099 -0.011 -0.061 0.0776
H 1.06986 -1.97378 -0.53864 0.589 -0.890 0.108 0.0277
```
Positions in Å, forces in eV/Å.

The maximum force comes out at 4.71 eV/A. Its net charge is -1. As for the total energy: -66765.6190 eV. Its multiplicity is 1.